Here is a structure of composition C32H65F5N4O4Si6TeV in a non-equilibrium geometry from OMol25. Energies are from wB97M-V/def2-TZVPD.

```
118
Properties=species:S:1:pos:R:3
H -0.108 -1.512 3.508
H 3.596 -2.894 0.465
H -1.400 0.922 5.375
H 4.224 2.172 1.469
H -2.425 -1.975 -4.770
H -1.412 0.896 -6.615
H -3.636 4.685 -4.809
H -4.124 1.422 -7.254
H 4.776 3.792 1.054
H -3.942 -0.669 3.064
N -2.504 0.794 3.583
H -3.720 -2.842 -5.611
H 2.337 -4.658 0.911
C 1.865 1.360 1.670
H 1.499 5.262 0.819
H -0.310 3.381 -1.239
H -6.125 0.775 -0.921
C -3.339 -1.850 -5.350
C -4.008 2.407 -6.796
Si -4.626 -0.901 -4.363
F -4.044 -2.504 0.575
C -0.585 -0.635 -2.387
H 2.237 0.816 0.794
C -1.253 1.665 -5.855
C -6.750 1.290 -1.655
H -4.520 -2.260 -2.290
O 0.725 0.654 2.053
H -3.922 0.772 2.051
H -4.584 0.869 3.706
H 0.153 0.502 4.005
C 2.562 -1.157 -0.238
H 2.589 4.914 -0.530
H -1.971 4.654 -5.416
H 5.775 -2.327 -0.492
H 2.514 -2.889 3.808
H -3.129 0.682 5.555
H 3.666 -2.364 2.569
C -2.259 0.404 4.958
V -0.131 -0.287 -0.538
H -0.196 -3.269 3.484
H 4.080 1.206 -2.172
H 0.434 4.282 -2.585
H 2.585 -1.190 3.319
H -0.638 2.458 -6.290
C 5.065 -0.501 -1.383
H 3.942 3.406 -2.244
C 2.498 4.924 0.561
F -3.852 -4.423 -0.406
H -7.661 3.480 -3.733
O 0.467 3.233 1.123
C -2.681 4.154 -4.750
C 1.326 -4.323 1.158
H -4.447 3.594 -1.045
H 3.105 1.503 -4.159
C -5.298 -2.010 -3.012
H 0.073 2.162 3.358
H -3.080 -1.326 -6.275
H 2.633 1.330 2.455
H -7.169 2.170 -4.819
H 3.241 5.612 0.972
F -2.246 -2.800 -1.650
H -6.438 -1.538 -5.929
Si -5.671 2.334 -2.795
O -0.661 -0.795 -3.523
H -6.914 -0.105 -5.009
C 2.683 0.028 -1.043
N 2.710 3.602 1.124
H -7.469 1.919 -1.121
C 4.933 -1.659 -0.642
H -7.305 0.529 -2.210
Si 1.687 2.223 -2.202
C 2.655 -2.219 2.952
H 3.377 3.163 -0.596
N 1.342 -1.400 0.378
C 3.693 -1.968 -0.086
O -1.716 0.815 1.462
C -3.818 0.418 3.073
C -3.167 -3.518 0.326
C -5.157 3.866 -1.828
H -6.031 4.338 -1.366
C 4.018 3.035 0.842
H 1.428 1.009 -4.348
C -6.082 -0.580 -5.536
C -1.841 -3.164 -0.355
Si -2.905 2.347 -5.257
C 3.053 3.425 -1.607
Si -3.796 1.110 -3.489
C 1.591 2.804 1.269
H -3.536 3.065 -7.533
C 0.149 3.288 -2.224
N 1.550 0.827 -1.211
C -6.799 2.972 -4.177
H -5.006 2.793 -6.582
C -1.500 0.870 2.649
H 4.122 2.729 -0.205
C -0.221 -2.376 2.851
H -6.277 3.691 -4.814
H 6.014 -0.224 -1.828
Te -2.554 0.990 -1.372
H -6.110 -1.523 -2.467
H -2.105 -0.677 5.054
H 0.933 -4.977 1.943
H -0.611 2.884 -2.893
H 1.885 2.693 -4.648
Si 1.260 -2.515 1.687
H -2.310 4.246 -3.727
C -0.066 1.103 3.117
H 0.691 -4.442 0.277
H -1.194 -2.331 2.374
H 2.676 4.452 -1.593
H -0.687 1.205 -5.045
C 2.072 1.824 -4.010
H -5.681 -2.942 -3.441
H -5.818 0.058 -6.381
C 3.949 0.315 -1.573
H -4.668 4.600 -2.474
F -1.586 -1.837 0.259
F -2.949 -4.092 1.536
```

Values from the calculation:
Total charge: -2
Spin multiplicity: 4
Energy above the lowest of the compared OMol25 structures with the same formula, charge and spin: 21.8 kcal/mol
Kohn-Sham gap (spin up / spin down): 0.1869 / 0.2058 Eh